The following is a DFT calculation (the ωB97M-V functional and the def2-TZVPD basis) of a structure of composition C28H75N5O12PSn3 at a distorted geometry.

Summary:
- Molar mass: 1061.04 g mol⁻¹
- Energy above the lowest of the compared OMol25 structures with the same formula, charge and spin: 3.786 eV
- Spin multiplicity: 1
- Max |F|: 3.567 eV/A
- HOMO level: -14.787 eV
- Lowest unoccupied orbital energy: -11.718 eV
- Frontier orbital gap: 3.07 eV
- Total charge: +3

Geometry (Å):
Sn1 4.79 -0.98 1.81
Sn2 1.69 -4.39 0.71
Sn3 0.63 -1.84 4.04
P1 1.47 -1.11 0.73
O1 0.84 -0.11 -0.19
O2 1.99 -0.38 2.00
O3 2.63 -1.87 0.07
O4 0.45 -2.24 1.26
C1 0.85 -1.84 -3.41
C2 -0.38 -0.95 -3.35
C3 -1.42 -1.43 -4.35
O5 -1.01 -1.10 -2.05
H1 1.26 -2.01 -4.40
H2 0.58 -2.84 -3.07
H3 1.64 -1.55 -2.71
H4 -0.15 0.10 -3.53
H5 -1.17 -1.31 -5.40
H6 -2.31 -0.81 -4.33
H7 -1.71 -2.46 -4.12
H8 -0.31 -0.86 -1.40
C4 3.28 3.68 -1.88
C5 2.65 2.31 -1.79
C6 2.96 1.50 -3.05
O6 3.09 1.52 -0.66
H9 2.99 4.24 -0.98
H10 2.80 4.26 -2.66
H11 4.36 3.62 -1.98
H12 1.56 2.37 -1.68
H13 2.59 0.47 -3.04
H14 4.05 1.40 -3.09
H15 2.60 1.93 -3.98
H16 2.36 0.94 -0.40
C7 -4.26 2.83 -2.89
O7 -3.02 2.36 -2.39
C8 -2.99 2.00 -1.03
C9 -1.57 2.23 -0.52
N1 -1.28 1.33 0.64
C10 -0.46 1.98 1.67
C11 -1.25 2.81 2.67
O8 -1.47 4.07 2.07
C12 -2.59 4.82 2.56
H17 -4.98 3.21 -2.16
H18 -4.74 2.03 -3.45
H19 -4.01 3.58 -3.64
H20 -3.24 0.93 -0.98
H21 -3.66 2.62 -0.43
H22 -1.30 3.28 -0.41
H23 -0.93 1.74 -1.26
H24 -0.63 0.63 0.26
H25 0.37 2.59 1.28
H26 0.01 1.16 2.23
H27 -0.67 2.94 3.60
H28 -2.20 2.33 2.92
H29 -3.31 4.09 2.96
H30 -2.92 5.40 1.70
H31 -2.37 5.42 3.44
C13 5.65 -3.82 -1.84
C14 5.45 -2.47 -2.54
C15 4.51 -2.57 -3.74
O9 4.35 -1.26 -4.23
C16 4.05 -1.22 -5.62
N2 4.92 -1.47 -1.61
H32 4.89 -4.00 -1.07
H33 6.63 -3.75 -1.38
H34 5.65 -4.63 -2.57
H35 6.45 -2.15 -2.85
H36 3.50 -2.88 -3.45
H37 4.97 -3.24 -4.48
H38 3.11 -1.76 -5.81
H39 4.83 -1.71 -6.21
H40 3.87 -0.19 -5.90
H41 3.96 -1.71 -1.38
H42 4.76 -0.50 -1.90
C17 -1.79 -5.52 0.76
C18 -2.18 -4.49 -0.27
C19 -3.12 -3.36 0.18
O10 -4.41 -3.80 0.51
C20 -5.16 -4.34 -0.56
N3 -0.93 -3.78 -0.69
H43 -1.00 -6.15 0.35
H44 -2.67 -6.08 1.10
H45 -1.44 -5.12 1.73
H46 -2.61 -4.98 -1.15
H47 -3.17 -2.52 -0.52
H48 -2.71 -2.99 1.13
H49 -6.23 -4.18 -0.42
H50 -5.12 -5.43 -0.54
H51 -4.88 -3.97 -1.55
H52 -1.21 -3.21 -1.50
H53 -0.72 -3.14 0.07
C21 -3.74 -1.85 3.81
C22 -3.58 -0.84 2.67
C23 -4.35 0.45 2.86
O11 -5.71 0.35 3.06
C24 -6.41 -0.21 1.95
N4 -2.14 -0.57 2.49
H54 -3.32 -2.80 3.47
H55 -4.80 -2.04 3.98
H56 -3.23 -1.50 4.70
H57 -3.76 -1.39 1.73
H58 -4.09 1.11 2.01
H59 -3.99 0.99 3.74
H60 -5.98 0.22 1.05
H61 -7.47 0.02 2.06
H62 -6.35 -1.31 1.88
H63 -1.52 -1.22 2.02
H64 -2.04 0.25 1.83
C25 2.89 2.03 4.67
C26 2.93 2.80 3.33
C27 3.72 4.09 3.38
O12 3.20 5.14 4.14
C28 1.84 5.44 3.82
N5 3.50 1.88 2.33
H65 2.45 2.59 5.49
H66 3.94 1.81 4.93
H67 2.49 1.02 4.53
H68 1.86 2.87 3.13
H69 3.79 4.46 2.34
H70 4.75 3.94 3.69
H71 1.10 4.71 4.18
H72 1.82 5.58 2.73
H73 1.62 6.37 4.33
H74 2.78 1.17 2.28
H75 3.47 2.16 1.34

The following is a DFT calculation (the ωB97M-V functional and the def2-TZVPD basis) of a structure of composition C40H33BaN4P2 at a distorted geometry.

Summary:
- Molar mass: 769.01 g mol⁻¹
- Energy above the lowest of the compared OMol25 structures with the same formula, charge and spin: 1.248 eV
- Spin multiplicity: 1
- Max |F|: 5.761 eV/A
- HOMO level: -9.570 eV
- Lowest unoccupied orbital energy: -3.266 eV
- Frontier orbital gap: 6.30 eV
- Total charge: +1

Geometry (Å):
Ba1 1.01 0.00 -1.47
C1 2.26 0.18 1.79
P1 2.90 -1.40 1.02
C2 1.43 -2.47 0.75
C3 0.12 -2.21 1.13
C4 -0.91 -3.10 0.83
C5 -0.64 -4.28 0.16
C6 0.67 -4.57 -0.22
C7 1.69 -3.67 0.06
C8 3.82 -2.30 2.28
C9 3.30 -2.81 3.47
C10 4.12 -3.46 4.37
C11 5.47 -3.62 4.10
C12 6.01 -3.12 2.92
C13 5.18 -2.46 2.01
C14 2.65 1.37 0.93
C15 3.82 2.10 0.91
C16 3.68 3.07 -0.12
C17 2.42 2.88 -0.66
C18 1.79 3.73 -1.73
P2 1.19 3.13 -3.42
C19 1.72 1.34 -3.58
C20 0.86 0.33 -4.11
C21 1.21 -1.03 -4.03
C22 2.42 -1.41 -3.43
C23 3.32 -0.42 -3.01
C24 2.99 0.94 -3.10
C25 -0.61 2.90 -3.21
C26 -1.24 2.76 -1.96
C27 -2.61 2.58 -1.89
C28 -3.37 2.53 -3.05
C29 -2.77 2.68 -4.29
C30 -1.39 2.88 -4.36
N1 1.78 1.85 -0.01
H1 2.71 0.26 2.78
H2 1.18 0.13 1.97
H3 -0.14 -1.32 1.68
H4 -1.92 -2.88 1.15
H5 -1.43 -4.98 -0.06
H6 0.90 -5.49 -0.74
H7 2.70 -3.91 -0.24
H8 2.24 -2.70 3.69
H9 3.71 -3.85 5.29
H10 6.11 -4.13 4.80
H11 7.06 -3.24 2.70
H12 5.59 -2.07 1.09
H13 4.66 1.96 1.57
H14 4.40 3.82 -0.40
H15 2.51 4.50 -1.98
H16 0.91 4.28 -1.37
H17 -0.10 0.62 -4.53
H18 0.54 -1.79 -4.42
H19 2.68 -2.46 -3.33
H20 4.28 -0.70 -2.59
H21 3.69 1.68 -2.75
H22 -0.65 2.80 -1.05
H23 -3.08 2.50 -0.92
H24 -4.45 2.40 -2.99
H25 -3.36 2.67 -5.19
H26 -0.93 3.04 -5.33
N2 -9.79 -0.01 2.62
C31 -8.68 0.14 2.40
C32 -7.27 0.33 2.11
C33 -6.78 -0.05 0.87
C34 -5.43 0.13 0.58
C35 -4.60 0.68 1.54
C36 -5.09 1.05 2.79
C37 -6.43 0.89 3.07
N3 -3.22 0.85 1.26
C38 -2.37 1.83 1.75
C39 -1.15 1.58 1.22
N4 -1.21 0.46 0.41
C40 -2.46 0.06 0.46
H27 -7.44 -0.47 0.12
H28 -5.05 -0.12 -0.40
H29 -4.42 1.45 3.54
H30 -6.83 1.17 4.03
H31 -2.74 2.61 2.39
H32 -0.23 2.13 1.35
H33 -2.88 -0.80 -0.02

The following is a DFT calculation (the ωB97M-V functional and the def2-TZVPD basis) of the molecule C5H10N2 at a distorted geometry.

Summary:
- Molar mass: 98.15 g mol⁻¹
- Energy above the lowest of the compared OMol25 structures with the same formula, charge and spin: 5.233 eV
- Spin multiplicity: 1
- Max |F|: 1.250 eV/A
- HOMO level (spin up / spin down): -8.399 / -7.668 eV
- Lowest unoccupied orbital energy (spin up / spin down): -0.426 / -0.324 eV
- Frontier orbital gap (spin up / spin down): 7.97 / 7.34 eV

Geometry (Å):
C1 0.23 2.14 -1.00
C2 -0.34 -1.26 -1.51
C3 0.29 -1.08 2.18
C4 -0.57 -0.08 -0.61
C5 -0.01 -0.12 1.06
N1 -1.30 -0.13 0.58
N2 -0.81 1.16 -1.11
H1 0.71 0.70 1.01
H2 1.25 1.72 -1.00
H3 0.14 2.66 -0.02
H4 0.14 2.93 -1.75
H5 -0.15 -2.16 -0.92
H6 0.52 -1.07 -2.16
H7 -1.21 -1.43 -2.14
H8 -0.53 -1.09 2.91
H9 1.20 -0.78 2.70
H10 0.43 -2.10 1.80

The following is a DFT calculation (the ωB97M-V functional and the def2-TZVPD basis) of a structure of composition C32H53BiNP2 at a distorted geometry.

Summary:
- Molar mass: 722.71 g mol⁻¹
- Energy above the lowest of the compared OMol25 structures with the same formula, charge and spin: 0.446 eV
- Spin multiplicity: 1
- Max |F|: 3.370 eV/A
- HOMO level (spin up / spin down): -9.030 / -8.922 eV
- Lowest unoccupied orbital energy (spin up / spin down): -5.382 / -5.366 eV
- Frontier orbital gap (spin up / spin down): 3.65 / 3.56 eV
- Total charge: +1

Geometry (Å):
Bi1 -0.39 1.12 -2.70
C1 -0.79 -2.39 1.00
C2 0.46 -2.64 0.37
C3 0.87 -1.51 2.32
C4 -0.53 -1.67 2.20
C5 1.48 -2.11 1.19
C6 -2.12 -2.85 0.55
H1 -2.10 -3.20 -0.49
H2 -2.87 -2.04 0.64
H3 -2.48 -3.70 1.17
C7 -1.54 -1.17 3.16
H4 -2.53 -1.58 2.93
H5 -1.60 -0.07 3.11
H6 -1.28 -1.45 4.19
C8 1.58 -0.86 3.44
H7 0.95 -0.80 4.33
H8 1.88 0.17 3.18
H9 2.50 -1.40 3.70
C9 2.94 -2.21 0.97
H10 3.40 -2.95 1.65
H11 3.44 -1.25 1.15
H12 3.15 -2.53 -0.06
C10 0.67 -3.39 -0.89
H13 0.99 -4.43 -0.70
H14 1.46 -2.91 -1.50
H15 -0.25 -3.43 -1.49
C11 -1.64 1.70 -4.41
C12 -2.50 0.53 -4.88
C13 -1.77 -0.53 -5.76
C14 -0.27 -0.78 -5.57
C15 0.45 -0.25 -4.34
C16 1.09 1.09 -4.37
C17 0.71 2.08 -5.46
C18 -0.81 2.28 -5.56
H16 -1.90 -0.22 -6.81
H17 0.27 -0.47 -6.49
H18 -2.31 -1.49 -5.71
H19 -1.15 1.84 -6.51
H20 -2.25 2.49 -3.93
H21 -3.25 1.01 -5.55
H22 -1.02 3.35 -5.67
H23 1.22 3.03 -5.27
H24 2.11 1.15 -4.01
H25 1.09 1.72 -6.43
H26 -0.13 -1.87 -5.58
H27 1.06 -1.04 -3.87
P1 -3.86 -0.32 -3.82
C19 -4.19 1.04 -2.60
C20 -2.75 -1.26 -2.67
P2 3.30 3.36 -1.34
C21 1.58 3.20 -1.90
C22 3.93 1.68 -1.83
C23 3.93 4.46 -2.69
H28 -3.27 1.51 -2.18
H29 -4.71 0.53 -1.78
H30 -4.82 1.82 -3.04
H31 -1.67 -1.22 -2.92
H32 -3.08 -2.30 -2.68
H33 -2.86 -0.85 -1.66
H34 3.72 4.08 -3.71
H35 5.01 4.58 -2.54
H36 3.43 5.44 -2.58
H37 0.82 3.59 -1.20
H38 1.42 3.66 -2.90
H39 4.31 1.26 -0.88
H40 4.77 1.77 -2.54
H41 3.14 1.03 -2.24
C24 -2.67 2.39 2.60
N1 -1.27 2.01 2.62
C25 -0.59 2.37 3.84
C26 -0.52 2.14 1.36
C27 -1.02 3.24 0.45
C28 -0.97 4.58 0.92
C29 -1.59 5.59 0.19
C30 -2.23 5.29 -1.01
C31 -2.19 3.96 -1.52
C32 -1.49 3.00 -0.83
H42 -3.16 1.94 3.48
H43 -3.17 2.01 1.70
H44 -2.82 3.48 2.67
H45 0.38 1.87 3.88
H46 -0.44 3.46 3.93
H47 -1.19 2.04 4.70
H48 0.55 2.31 1.61
H49 -0.59 1.18 0.82
H50 -0.50 4.79 1.88
H51 -1.61 6.60 0.59
H52 -2.76 6.06 -1.57
H53 -2.69 3.75 -2.46

The following is a DFT calculation (the ωB97M-V functional and the def2-TZVPD basis) of the molecule C7H11Cl at a distorted geometry.

Summary:
- Molar mass: 130.62 g mol⁻¹
- Energy above the lowest of the compared OMol25 structures with the same formula, charge and spin: 1.759 eV
- SMILES: C=C(Cl)C(C)=C(C)C
- Spin multiplicity: 1
- Max |F|: 5.507 eV/A
- HOMO level: -8.634 eV
- Lowest unoccupied orbital energy: 0.883 eV
- Frontier orbital gap: 9.52 eV

Geometry (Å):
C1 1.89 -1.09 1.21
C2 0.26 0.45 0.16
C3 1.53 -0.33 0.19
C4 -0.86 -0.14 -0.28
C5 0.60 1.82 0.49
C6 -2.08 0.63 -0.53
C7 -0.82 -1.55 -0.65
Cl1 2.57 0.15 -1.16
H1 2.84 -1.55 1.14
H2 1.19 -1.52 1.96
H3 1.09 2.38 -0.37
H4 1.40 1.97 1.14
H5 -0.22 2.28 0.99
H6 -2.56 0.21 -1.39
H7 -2.94 0.49 0.24
H8 -1.90 1.69 -0.56
H9 0.00 -2.13 -0.19
H10 -0.36 -1.65 -1.70
H11 -1.64 -2.11 -0.70

The following is a DFT calculation (the ωB97M-V functional and the def2-TZVPD basis) of a structure of composition C4H14BrCdO3 at a distorted geometry.

Summary:
- Molar mass: 302.47 g mol⁻¹
- Spin multiplicity: 1
- Max |F|: 2.237 eV/A
- HOMO level: -12.506 eV
- Lowest unoccupied orbital energy: -9.232 eV
- Frontier orbital gap: 3.27 eV
- Total charge: +1

Geometry (Å):
Cd1 -2.08 -3.12 -3.17
Br1 -1.69 -0.83 -1.90
C1 0.57 2.56 0.27
C2 1.47 1.73 -0.69
O1 1.15 0.34 -0.59
H1 1.07 3.49 0.55
H2 0.49 2.10 1.26
H3 -0.41 2.70 -0.17
H4 2.43 2.01 -0.27
H5 1.46 2.07 -1.73
H6 0.38 0.17 -1.13
C3 0.68 -2.73 2.64
C4 -0.09 -1.73 1.78
O2 -1.47 -2.04 1.47
H7 1.70 -2.37 2.79
H8 0.69 -3.74 2.24
H9 0.24 -2.75 3.64
H10 0.42 -1.62 0.83
H11 -0.11 -0.72 2.19
H12 -1.76 -1.33 0.89
O3 -1.68 1.99 -4.02
H13 -1.62 2.66 -3.34
H14 -1.85 1.17 -3.54